# 1
A structure of composition C18H18Cl5GeI2NO4Y in a non-equilibrium geometry. Source: OMol25; level of theory: ωB97M-V/def2-TZVPD.

Each line ends with the Mulliken spin population.
Positions of all 50 atoms, in Å:
Y1 -0.289 0.242 -0.154  0.02
I1 -0.403 -3.387 1.081  0.00
C1 1.714 -3.202 0.845  0.00
I2 2.169 -1.877 -0.795  0.00
H1 2.115 -4.189 0.654  0.00
H2 2.113 -2.790 1.764  0.00
Cl1 -6.455 4.017 2.690  0.00
C2 -4.926 3.348 2.247  0.03
C3 -3.839 4.204 2.079  -0.01
C4 -2.627 3.682 1.698  0.07
Cl2 -1.235 4.677 1.508  0.04
C5 -2.442 2.289 1.487  -0.08
O1 -1.294 1.829 1.122  0.14
C6 -3.559 1.445 1.716  0.04
C7 -3.396 -0.001 1.601  -0.01
O2 -2.345 -0.567 1.384  0.01
C8 -4.791 1.987 2.072  -0.01
H3 -3.959 5.266 2.241  0.00
H4 -4.312 -0.598 1.753  0.00
H5 -5.638 1.330 2.222  0.00
C9 -4.589 -1.298 -3.322  0.00
C10 -3.703 -2.306 -2.578  0.00
C11 -4.538 -3.085 -1.554  0.00
C12 -3.059 -3.278 -3.574  0.00
C13 -2.639 -1.569 -1.876  0.00
C14 -1.752 -0.958 -1.308  0.00
H6 -5.382 -1.815 -3.868  0.00
H7 -3.994 -0.725 -4.033  0.00
H8 -5.046 -0.598 -2.621  0.00
H9 -5.319 -3.657 -2.061  0.00
H10 -5.010 -2.404 -0.844  0.00
H11 -3.907 -3.775 -0.991  0.00
H12 -3.831 -3.827 -4.120  0.00
H13 -2.423 -3.992 -3.051  0.00
H14 -2.444 -2.734 -4.291  0.00
Cl3 2.693 2.838 3.287  0.19
Ge1 0.778 2.296 2.271  0.45
Cl4 1.511 2.325 0.155  0.05
Cl5 0.881 -0.061 2.206  0.07
O3 -1.029 2.225 -1.865  0.00
C15 -0.055 1.886 -2.534  0.00
C16 0.522 2.594 -3.744  0.00
C17 1.757 1.763 -4.079  0.00
C18 1.758 0.670 -3.016  0.00
O4 2.632 -0.178 -2.910  0.00
N1 0.671 0.789 -2.206  0.00
H15 0.746 3.630 -3.491  0.00
H16 -0.226 2.607 -4.538  0.00
H17 2.689 2.322 -4.019  0.00
H18 1.712 1.295 -5.062  0.00

orbital gap (alpha / beta) = 7.93 / 4.79 eV
ΔE to the lowest compared entry with this formula, charge and spin = 0.785 eV
total energy = -6064.21089 Eh
multiplicity = 2

=====

# 2
A cluster of 7 separate species, C34H37ClN7OP in total in a non-equilibrium geometry. Source: OMol25; level of theory: ωB97M-V/def2-TZVPD.

Each line ends with the Löwdin charge.
Positions of all 81 atoms, in Å:
N1 4.638 -3.075 1.670  0.12
C1 4.737 -4.236 1.320  -0.31
O1 4.415 -5.616 1.084  -0.38
P1 3.212 -6.172 2.214  0.89
C2 1.559 -6.112 1.236  -0.36
C3 1.246 -4.532 0.981  -0.34
C4 -0.223 -4.089 1.531  -0.50
Cl1 -0.454 -2.343 0.909  0.57
H1 3.121 -5.203 3.283  -0.04
H2 0.711 -6.640 1.811  0.09
H3 1.805 -6.645 0.236  0.08
H4 1.399 -4.231 -0.114  0.11
H5 1.992 -3.894 1.597  0.07
H6 -0.138 -4.013 2.683  0.09
H7 -1.058 -4.787 1.192  0.09
C5 -1.522 1.375 2.011  -0.06
C6 -0.905 0.778 0.920  -0.11
C7 -0.681 1.548 -0.209  -0.19
N2 -1.028 2.843 -0.312  0.05
C8 -1.624 3.395 0.758  -0.14
C9 -1.890 2.711 1.933  -0.06
H8 -1.714 0.805 2.914  0.11
H9 -0.606 -0.264 0.947  -0.06
H10 -0.199 1.128 -1.086  0.11
H11 -1.896 4.440 0.647  0.10
H12 -2.372 3.209 2.764  0.07
C10 -0.685 6.415 -2.846  -0.08
C11 -1.743 5.844 -2.153  -0.08
C12 -2.899 6.591 -1.992  -0.16
N3 -3.055 7.839 -2.465  0.05
C13 -2.015 8.367 -3.130  -0.16
C14 -0.820 7.702 -3.347  -0.08
H13 0.237 5.861 -2.994  0.11
H14 -1.671 4.842 -1.748  0.07
H15 -3.755 6.188 -1.461  0.10
H16 -2.168 9.377 -3.499  0.10
H17 -0.014 8.177 -3.893  0.10
C15 3.009 1.630 1.161  -0.08
C16 4.340 1.383 1.465  -0.08
C17 5.291 2.293 1.030  -0.16
N4 5.000 3.400 0.326  0.05
C18 3.704 3.613 0.045  -0.15
C19 2.680 2.767 0.437  -0.07
H18 2.235 0.942 1.485  0.10
H19 4.633 0.505 2.027  0.10
H20 6.344 2.146 1.245  0.10
H21 3.497 4.513 -0.526  0.10
H22 1.651 2.990 0.183  0.08
C20 -6.925 4.807 2.952  -0.08
C21 -6.169 5.752 2.275  -0.07
C22 -4.790 5.701 2.401  -0.14
N5 -4.140 4.790 3.145  0.05
C23 -4.897 3.888 3.791  -0.16
C24 -6.281 3.853 3.726  -0.07
H23 -8.007 4.813 2.877  0.11
H24 -6.639 6.512 1.663  0.10
H25 -4.155 6.417 1.889  0.10
H26 -4.348 3.165 4.386  0.10
H27 -6.840 3.100 4.267  0.10
C25 -3.343 1.083 -3.856  -0.08
C26 -2.710 0.493 -2.772  -0.08
C27 -2.085 -0.729 -2.963  -0.15
N6 -2.058 -1.379 -4.138  0.05
C28 -2.680 -0.786 -5.170  -0.16
C29 -3.330 0.434 -5.082  -0.08
H28 -3.843 2.040 -3.746  0.11
H29 -2.702 0.971 -1.800  0.08
H30 -1.573 -1.229 -2.146  0.09
H31 -2.645 -1.334 -6.107  0.10
H32 -3.813 0.866 -5.950  0.10
C30 6.240 -10.341 -0.336  -0.08
C31 5.173 -10.903 0.351  -0.08
C32 4.025 -10.144 0.513  -0.15
N7 3.885 -8.892 0.047  0.05
C33 4.933 -8.372 -0.612  -0.16
C34 6.121 -9.050 -0.830  -0.07
H33 7.155 -10.904 -0.485  0.11
H34 5.231 -11.907 0.751  0.10
H35 3.164 -10.540 1.040  0.10
H36 4.794 -7.359 -0.976  0.09
H37 6.934 -8.581 -1.371  0.10

orbital gap = 8.93 eV
SMILES = N#COPCCCCl.c1ccncc1.c1ccncc1.c1ccncc1.c1ccncc1.c1ccncc1.c1ccncc1
total energy = -2577.71694 Eh

=====

# 3
A structure of composition C45H66BN9PtS5Se in a non-equilibrium geometry. Source: OMol25; level of theory: ωB97M-V/def2-TZVPD.

Each line ends with the Löwdin charge.
Positions of all 128 atoms, in Å:
Pt1 0.882 -0.198 0.128  0.48
C1 -3.210 2.523 -1.789  -0.03
C2 -2.921 1.052 -1.838  -0.22
C3 -3.584 0.190 -2.666  0.11
C4 -3.221 -1.182 -2.737  -0.17
N1 -2.353 -1.679 -1.891  0.22
N2 -1.748 -0.842 -1.041  0.00
B1 -0.837 -1.427 0.054  -0.75
N3 -0.456 -2.911 -0.191  0.01
N4 -1.471 -3.770 -0.059  0.21
C5 -1.250 -5.043 -0.292  -0.16
C6 0.051 -5.494 -0.626  0.12
C7 1.094 -4.618 -0.734  -0.21
C8 2.496 -5.052 -1.044  -0.03
C9 0.784 -3.259 -0.515  -0.52
S1 2.016 -2.021 -0.652  0.67
C10 -2.399 -6.021 -0.214  -0.54
C11 -2.572 -6.688 -1.590  -0.01
C12 -3.695 -5.307 0.178  -0.04
C13 -2.094 -7.097 0.843  -0.02
N5 -1.551 -1.302 1.422  -0.01
N6 -2.880 -1.476 1.388  0.22
C14 -3.522 -1.574 2.527  -0.16
C15 -2.810 -1.516 3.757  0.12
C16 -1.461 -1.300 3.782  -0.21
C17 -0.663 -1.230 5.050  -0.02
C18 -0.846 -1.160 2.521  -0.53
S2 0.852 -0.779 2.363  0.78
C19 -5.026 -1.762 2.502  -0.54
C20 -5.379 -3.032 3.294  -0.01
C21 -5.535 -1.859 1.065  -0.04
C22 -5.665 -0.534 3.178  -0.02
C23 -1.898 0.480 -1.056  -0.54
S3 -0.748 1.468 -0.164  0.68
C24 -3.777 -2.070 -3.836  -0.54
C25 -5.302 -1.918 -3.914  -0.02
C26 -3.413 -3.533 -3.580  -0.06
C27 -3.100 -1.606 -5.139  -0.02
H1 -3.890 2.808 -2.587  0.10
H2 -2.292 3.105 -1.887  0.07
H3 -3.668 2.788 -0.833  0.11
H4 -4.384 0.563 -3.293  0.14
H5 0.219 -6.553 -0.779  0.14
H6 2.555 -6.133 -1.135  0.10
H7 3.176 -4.727 -0.254  0.09
H8 2.844 -4.604 -1.977  0.10
H9 -2.679 -5.949 -2.385  0.07
H10 -3.471 -7.303 -1.576  0.11
H11 -1.733 -7.340 -1.841  0.09
H12 -3.868 -4.433 -0.450  0.06
H13 -3.659 -4.985 1.221  0.07
H14 -4.536 -5.990 0.062  0.10
H15 -1.277 -7.754 0.540  0.09
H16 -2.978 -7.719 0.977  0.10
H17 -1.848 -6.650 1.808  0.10
H18 -3.345 -1.640 4.691  0.15
H19 -1.303 -1.007 5.900  0.10
H20 0.129 -0.481 4.991  0.07
H21 -0.184 -2.194 5.240  0.11
H22 -4.784 -3.887 2.969  0.08
H23 -6.431 -3.272 3.142  0.11
H24 -5.230 -2.896 4.366  0.09
H25 -5.073 -2.694 0.536  0.07
H26 -5.317 -0.942 0.513  0.08
H27 -6.615 -2.007 1.072  0.10
H28 -5.318 -0.404 4.205  0.09
H29 -6.746 -0.666 3.207  0.11
H30 -5.446 0.378 2.618  0.09
H31 -5.756 -2.049 -2.929  0.10
H32 -5.714 -2.677 -4.578  0.10
H33 -5.604 -0.948 -4.310  0.09
H34 -3.904 -3.892 -2.674  0.07
H35 -2.335 -3.655 -3.470  0.08
H36 -3.746 -4.141 -4.420  0.10
H37 -3.364 -0.578 -5.395  0.09
H38 -3.414 -2.251 -5.960  0.10
H39 -2.013 -1.676 -5.053  0.09
S4 4.464 0.577 -1.076  0.68
C28 5.987 0.216 -0.316  -0.98
N7 6.739 1.062 0.329  0.01
C29 7.986 0.531 0.906  -0.14
C30 8.233 -0.819 0.221  -0.32
S5 6.617 -1.357 -0.454  1.08
H40 6.474 2.033 0.446  0.14
H41 7.879 0.437 1.986  0.14
H42 8.806 1.219 0.707  0.15
H43 8.589 -1.580 0.911  0.10
H44 8.926 -0.745 -0.614  0.10
C31 3.385 6.234 3.894  -0.07
C32 3.888 4.992 3.161  -0.24
C33 2.931 3.801 3.245  -0.20
C34 1.644 3.967 2.436  -0.11
N8 1.877 4.265 1.003  0.01
C35 2.342 3.428 0.066  -0.53
Se1 2.915 1.670 0.516  0.85
N9 2.376 4.038 -1.127  0.02
C36 2.784 3.485 -2.431  -0.10
C37 3.962 4.236 -3.064  -0.16
C38 5.350 3.818 -2.575  -0.23
C39 5.658 4.215 -1.129  -0.10
C40 1.878 5.324 -0.963  -0.12
C41 1.631 6.346 -1.887  0.02
C42 1.109 7.513 -1.387  -0.01
C43 0.830 7.673 -0.010  -0.01
C44 1.043 6.661 0.893  0.02
C45 1.574 5.471 0.386  -0.12
H45 4.149 7.010 3.893  0.09
H46 3.148 6.001 4.933  0.09
H47 2.489 6.654 3.433  0.05
H48 4.831 4.689 3.618  0.12
H49 4.109 5.228 2.113  0.10
H50 2.636 3.642 4.285  0.13
H51 3.447 2.897 2.915  0.05
H52 1.048 4.783 2.834  0.13
H53 1.044 3.056 2.492  0.12
H54 1.912 3.543 -3.082  0.14
H55 3.030 2.435 -2.291  0.06
H56 3.839 5.308 -2.901  0.11
H57 3.907 4.062 -4.139  0.13
H58 6.080 4.291 -3.231  0.13
H59 5.464 2.738 -2.701  0.08
H60 5.376 5.253 -0.938  0.09
H61 6.730 4.140 -0.932  0.08
H62 5.133 3.583 -0.401  0.02
H63 1.832 6.233 -2.943  0.13
H64 0.904 8.333 -2.061  0.13
H65 0.429 8.615 0.337  0.13
H66 0.805 6.792 1.939  0.12

charge = +4
orbital gap = 5.24 eV
ΔE to the lowest compared entry with this formula, charge and spin = 0.000 eV
total energy = -6782.52281 Eh

=====

# 4
A structure of composition C41H61Br3CaCl6F3IN3O20PS5 in a non-equilibrium geometry. Source: OMol25; level of theory: ωB97M-V/def2-TZVPD.

Each line ends with the Löwdin charge.
Positions of all 145 atoms, in Å:
C1 2.366 -0.846 5.498  0.04
C2 1.947 -0.021 4.576  -0.29
C3 1.145 0.889 3.469  -0.23
C4 2.136 1.149 2.187  -0.52
Cl1 3.189 2.502 2.999  0.59
O1 2.936 -0.008 2.230  -0.28
C5 3.389 -0.600 1.021  -0.55
I1 5.350 -1.277 1.916  1.03
C6 2.918 -2.105 0.763  -0.63
Br1 4.040 -3.511 -0.150  0.65
C7 1.729 -2.734 1.237  -0.64
C8 0.638 -1.975 2.076  -0.11
Br2 1.312 -4.678 0.920  0.62
C9 3.546 0.446 -0.234  -0.27
C10 4.659 1.601 0.058  -0.12
C11 5.602 2.168 -1.072  -0.24
O2 5.370 2.959 -1.983  -0.08
C12 4.098 -0.328 -1.505  -0.14
C13 5.490 -0.954 -1.680  -0.21
C14 6.860 -0.759 -1.053  -0.13
C15 8.160 -1.470 -1.388  -0.04
C16 8.141 -2.526 -2.488  -0.22
C17 9.520 -3.274 -2.804  -0.10
C18 6.820 -2.766 -3.215  -0.01
C19 5.557 -2.015 -2.841  -0.01
N1 2.146 1.058 -0.492  -0.28
S1 2.293 2.607 -1.585  0.71
C20 1.265 0.403 -1.508  -0.25
C21 0.615 -1.020 -1.349  -0.19
O3 -0.273 -1.170 -2.518  -0.10
C22 1.476 1.612 0.807  -0.34
O4 1.781 3.041 0.872  -0.20
C23 -0.116 1.607 0.717  -0.14
C24 -1.008 2.363 1.779  -0.21
C25 -2.194 1.437 2.344  -0.44
S2 -3.172 0.726 0.944  0.87
C26 -3.995 -0.744 1.712  -0.96
S3 -5.235 -0.497 2.809  0.76
N2 -3.556 -2.105 1.389  -0.14
C27 -2.995 -3.091 2.277  -0.05
C28 -2.703 -4.386 1.539  -0.06
N3 -3.151 -4.043 0.197  -0.07
C29 -3.639 -2.738 0.102  -0.07
H1 2.485 -1.678 6.262  0.06
H2 0.164 0.405 3.210  0.08
H3 0.880 1.894 4.029  -0.02
H4 -0.370 -2.514 1.935  0.06
H5 0.500 -0.951 1.616  0.06
H6 0.837 -1.978 3.192  0.09
H7 5.381 1.309 0.906  0.07
H8 4.224 2.570 0.486  0.09
H9 6.732 1.940 -0.993  0.13
H10 3.950 0.390 -2.401  0.15
H11 3.358 -1.180 -1.746  0.10
H12 6.897 0.019 -0.213  0.03
H13 9.119 -1.215 -0.827  0.10
H14 9.652 -4.218 -2.190  0.07
H15 9.666 -3.453 -3.920  0.08
H16 10.341 -2.535 -2.484  0.07
H17 6.779 -3.542 -4.050  0.09
H18 4.613 -2.288 -3.452  0.10
H19 1.049 3.189 -1.707  -0.05
H20 0.392 1.062 -1.871  0.12
H21 1.776 0.357 -2.544  0.14
H22 -0.072 -1.214 -0.470  0.10
H23 1.315 -1.923 -1.466  0.12
H24 -1.094 -0.661 -2.370  0.09
H25 0.997 3.603 0.764  0.11
H26 -0.581 0.591 0.530  0.06
H27 -0.333 2.218 -0.238  0.13
H28 -1.588 3.256 1.331  0.12
H29 -0.457 2.873 2.653  0.12
H30 -1.869 0.706 3.147  0.06
H31 -2.911 2.169 2.876  0.07
H32 -2.800 -2.964 3.394  0.07
H33 -2.297 -5.378 1.880  0.08
H34 -4.084 -2.159 -0.756  0.15
C30 3.126 -4.354 -7.433  -0.63
F1 1.873 -3.920 -7.705  0.09
F2 3.030 -5.697 -7.273  0.09
F3 3.841 -4.164 -8.566  0.10
S4 3.876 -3.505 -5.958  0.44
O5 2.986 -3.814 -4.842  -0.36
O6 3.899 -2.092 -6.305  -0.33
O7 5.206 -4.090 -5.817  -0.35
Ca1 2.166 2.113 5.921  0.54
C31 -2.492 -10.613 0.841  -0.22
C32 -3.351 -9.455 0.327  -0.21
C33 -3.238 -8.315 1.341  -0.22
S5 -1.638 -8.498 2.124  0.66
O8 -1.841 -8.816 3.517  -0.30
O9 -0.773 -7.420 1.698  -0.37
C34 -1.168 -9.990 1.265  -0.23
H35 -2.348 -11.381 0.079  0.12
H36 -2.979 -11.080 1.703  0.12
H37 -2.971 -9.124 -0.644  0.11
H38 -4.391 -9.756 0.187  0.12
H39 -3.295 -7.339 0.858  0.07
H40 -4.003 -8.391 2.115  0.11
H41 -0.583 -10.630 1.925  0.11
H42 -0.573 -9.701 0.396  0.11
O10 -2.960 4.289 -0.747  -0.41
Cl2 -4.307 4.426 -0.214  0.63
O11 -4.248 4.444 1.230  -0.37
O12 -5.113 3.305 -0.649  -0.39
O13 -4.895 5.658 -0.697  -0.37
C35 -3.200 -0.311 6.777  -2.01
Cl3 -2.617 1.339 6.495  0.51
Cl4 -4.852 -0.254 7.421  0.54
Cl5 -3.196 -1.207 5.242  0.50
Cl6 -2.135 -1.128 7.943  0.48
Br3 3.206 3.728 -3.903  -0.19
O14 -4.800 2.571 3.861  -0.30
P1 -5.953 3.567 4.022  -0.11
O15 -5.408 4.922 4.478  -0.16
O16 -6.939 3.039 5.069  -0.24
O17 -6.668 3.738 2.680  -0.14
C36 -10.234 8.303 -2.188  -0.09
C37 -9.654 8.338 -0.784  -0.29
O18 -8.702 7.318 -0.539  -0.15
C38 -7.546 7.320 -1.371  -0.27
C39 -6.732 8.598 -1.274  -0.08
H43 -10.701 7.332 -2.385  0.08
H44 -10.988 9.087 -2.309  0.07
H45 -9.468 8.456 -2.950  0.06
H46 -10.463 8.186 -0.065  0.11
H47 -9.223 9.320 -0.561  0.10
H48 -7.828 7.108 -2.409  0.11
H49 -6.924 6.482 -1.046  0.10
H50 -7.303 9.473 -1.596  0.05
H51 -5.842 8.528 -1.903  0.08
H52 -6.420 8.773 -0.242  0.09
O19 -2.227 -5.681 -1.358  0.22
H53 -2.114 -5.370 -2.284  0.19
H54 -3.082 -5.347 -0.956  0.11
H55 -1.451 -5.433 -0.798  0.14
C40 5.338 7.383 -2.475  -0.09
C41 5.964 7.066 -1.132  -0.33
O20 4.972 6.598 -0.227  -0.09
H56 4.558 8.141 -2.367  0.08
H57 6.089 7.749 -3.180  0.07
H58 4.864 6.494 -2.895  0.05
H59 6.419 7.960 -0.701  0.10
H60 6.738 6.298 -1.234  0.10
H61 4.580 5.802 -0.612  0.08

charge = -2
orbital gap = 2.72 eV
total energy = -17357.22178 Eh

=====

# 5
The molecule C4H8N2O2 in a non-equilibrium geometry. Source: OMol25; level of theory: ωB97M-V/def2-TZVPD.

Each line ends with the Löwdin charge.
Positions of all 16 atoms, in Å:
H1 -2.928 0.135 -0.437  0.10
N1 -2.560 -0.802 -0.811  0.13
C1 -1.353 -0.834 -0.491  -0.56
N2 -0.266 -1.490 -0.981  0.09
C2 0.815 -1.469 0.009  -0.08
C3 0.503 -0.149 0.626  -0.38
O1 1.106 0.838 -0.203  -0.16
C4 0.822 2.193 0.181  -0.10
O2 -0.905 -0.065 0.548  0.03
H2 -0.567 -2.338 -1.364  0.12
H3 1.774 -1.566 -0.543  0.14
H4 0.558 -2.154 0.934  0.17
H5 0.778 0.086 1.629  0.14
H6 -0.161 2.481 -0.391  0.11
H7 0.620 2.341 1.418  0.14
H8 1.764 2.793 -0.124  0.10

orbital gap = 10.13 eV
ΔE to the lowest compared entry with this formula, charge and spin = 2.882 eV
SMILES = [H]/N=C1/NC[C@@H](OC)O1
total energy = -417.15006 Eh

=====

Question: Which of these has the lowest total energy?
Answer: C41H61Br3CaCl6F3IN3O20PS5